[1]
Entry from OMol25: a molecular structure, C10H25BiClIN3OP (ωB97M-V/def2-TZVPD).

Each line ends with the Löwdin charge.
Geometry (Å):
C1 2.50921 -0.91814 -1.22042  -0.6470
I1 2.53130 1.08328 -0.95585  0.8310
H1 3.44244 -1.46904 -1.32627  0.0036
H2 1.93678 -1.19682 -0.31758  -0.0497
H3 1.88118 -1.01966 -2.12593  -0.0228
Bi1 -2.35886 0.07831 -0.66204  1.4287
P1 -0.78064 0.48762 -3.37088  0.7202
C2 0.83566 0.89023 -4.17718  -0.2778
C3 -1.25690 -0.79842 -4.55827  -0.2685
H4 -2.80498 1.74981 -3.76042  0.0390
H5 -1.68992 1.81541 -5.15612  0.0605
H6 -1.38224 2.82305 -3.70615  0.0595
C4 -1.76196 1.86413 -4.06584  -0.2907
H7 -2.06486 -1.39226 -4.15064  0.0219
H8 -1.57725 -0.33973 -5.48959  0.0648
H9 0.64925 1.38787 -5.14753  0.0778
H10 1.39917 -0.04137 -4.35439  0.0554
H11 -0.41913 -1.45681 -4.77277  0.0595
H12 1.44831 1.54349 -3.53263  -0.0354
C5 6.16334 -0.58746 -1.25510  0.0059
O1 6.94514 -1.41758 -1.21644  0.0385
Cl1 -1.97162 -2.29089 -1.16079  -0.0531
C6 1.73852 -1.01196 2.87587  -0.0316
N1 0.41577 -0.61075 3.32782  -0.1252
C7 0.25024 -0.65250 4.76523  -0.0391
C8 -0.59753 -0.28111 2.46229  -0.3965
N2 -0.58438 -0.56464 1.16215  0.0051
N3 -1.69687 0.32719 2.99129  -0.1249
C9 -1.59088 1.34371 4.03390  -0.0294
C10 -2.75789 0.59420 2.00626  -0.1896
H13 2.44817 -0.94830 3.71608  0.1072
H14 2.09465 -0.34667 2.08330  0.0665
H15 1.76336 -2.06093 2.54072  0.1083
H16 0.42377 0.33674 5.20775  0.0975
H17 -0.73797 -1.02560 5.03638  0.1059
H18 1.02602 -1.32066 5.16091  0.1074
H19 0.01501 -1.35203 0.87927  0.0467
H20 -2.32223 2.12782 3.81445  0.1015
H21 -1.86727 0.91987 5.00695  0.1037
H22 -0.59560 1.80936 4.06822  0.1126
H23 -2.52196 1.53965 1.48839  0.0645
H24 -2.85788 -0.33137 1.35284  -0.0333
H25 -3.71851 0.71293 2.50276  0.1216

E_HOMO: -14.6 eV
net charge: +2
molecular weight: 605.6 g mol⁻¹
energy: -53027.8189 eV
LUMO: -9.14 eV


[2]
Entry from OMol25: 2 unconnected molecules or ions with the total composition C4H10NO (ωB97M-V/def2-TZVPD).

Each line ends with the Löwdin charge.
Geometry (Å):
C1 -0.67733 2.09321 0.53097  -0.0266
C2 -0.23864 0.89084 -0.24702  -0.3319
C3 -0.21655 0.78646 -1.56518  0.1431
C4 0.64889 -0.17935 1.72145  0.1803
N1 0.28511 -0.21626 0.50436  0.0783
H1 -1.55455 1.93268 1.14186  0.0969
H2 -0.86779 2.89732 -0.17553  0.0951
H3 0.13330 2.45696 1.16960  0.0875
H4 0.18882 -0.10401 -2.02883  0.0832
H5 -0.68787 1.58138 -2.13262  0.0973
H6 0.93435 -1.10863 2.18929  0.1198
H7 0.69217 0.71025 2.34503  0.1205
H8 0.22566 -1.13251 0.00108  0.1070
H9 -0.69262 -3.13154 -0.86128  0.0935
H10 0.87996 -3.22349 -0.75850  0.0810
O1 0.13301 -2.62118 -0.82440  -0.0250

E_HOMO: -14.4 eV
net charge: +1
molecular weight: 88.1 g mol⁻¹
energy: -7840.4047 eV
LUMO: -4.82 eV


[3]
Entry from OMol25: a molecular structure, C55H51BaN6O6P4Se (ωB97M-V/def2-TZVPD).

Each line ends with the Löwdin charge.
Geometry (Å):
Ba1 -0.55543 -0.56840 -0.15459  1.9029
C1 1.72412 -0.72055 -7.12103  -0.0582
N1 1.51796 -1.19051 -5.76787  -0.1449
C2 1.68641 -2.47705 -5.33701  -0.0633
C3 1.37388 -2.47928 -4.00124  -0.1143
N2 1.02108 -1.23076 -3.60598  0.1003
C4 1.10853 -0.47061 -4.67243  -0.4891
P1 0.70864 1.27773 -4.80268  1.1444
C5 1.73067 1.94892 -3.45421  -0.4681
N3 2.67251 1.29676 -2.81341  0.0923
C6 3.29619 2.21575 -2.01891  -0.1395
C7 2.73075 3.44647 -2.18757  -0.0844
N4 1.73287 3.27637 -3.11646  -0.1303
C8 0.95037 4.34361 -3.69078  -0.0231
C9 -0.96458 1.28424 -4.09220  -0.4583
N5 -1.42463 0.43568 -3.20269  0.0660
C10 -2.76866 0.64531 -3.11465  -0.1336
C11 -3.13880 1.62553 -3.99727  -0.0727
N6 -1.99266 2.02238 -4.63386  -0.1378
C12 -1.94385 3.05734 -5.64276  -0.0603
H1 2.22167 -1.50691 -7.68449  0.0834
H2 2.35561 0.16601 -7.12834  0.0745
H3 0.77701 -0.48414 -7.60696  0.0830
H4 2.01290 -3.25851 -6.00206  0.1084
H5 1.39444 -3.30299 -3.30614  0.0947
H6 4.09940 1.93746 -1.35600  0.0955
H7 2.91823 4.40443 -1.73132  0.1156
H8 1.54914 4.94443 -4.37752  0.0973
H9 0.55907 4.98561 -2.90412  0.0651
H10 0.10904 3.92652 -4.23905  0.0455
H11 -3.38579 0.07468 -2.43494  0.1015
H12 -4.09647 2.06248 -4.22492  0.1188
H13 -2.78317 2.93335 -6.32552  0.0900
H14 -1.02000 2.96801 -6.21090  0.0569
H15 -1.99933 4.05148 -5.19534  0.0850
C13 -0.79742 -3.59754 4.52289  -0.1094
C14 -1.90523 -3.52310 3.69268  -0.0807
C15 -1.77282 -3.78915 2.33564  -0.1081
C16 -0.53406 -4.13299 1.79666  -0.3932
C17 0.57677 -4.19222 2.63703  -0.0798
C18 0.44532 -3.92820 3.99191  -0.0939
P2 -0.47607 -4.47676 -0.00150  1.0840
C19 -0.48983 -6.31970 0.00513  -0.3696
C20 -0.87238 -7.10135 1.09387  -0.0844
C21 -0.93749 -8.48617 0.99361  -0.1020
C22 -0.61864 -9.12050 -0.19751  -0.1180
C23 -0.24271 -8.35397 -1.29392  -0.1063
C24 -0.18898 -6.97284 -1.19343  -0.1255
C25 1.25659 -4.06370 -0.39458  -0.4925
C26 2.31889 -4.96996 -0.38306  -0.1357
C27 3.60118 -4.52440 -0.67584  -0.1316
C28 3.79844 -3.17933 -0.97027  -0.1329
C29 2.71882 -2.29747 -0.96608  -0.2066
C30 1.39467 -2.69068 -0.68618  -0.2990
H16 -0.89665 -3.38117 5.58106  0.0913
H17 -2.87178 -3.23123 4.08505  0.1094
H18 -2.64241 -3.70352 1.69223  0.0885
H19 1.54785 -4.43034 2.21806  0.1019
H20 1.31641 -3.97454 4.63622  0.0925
H21 -1.11780 -6.62457 2.03512  0.0965
H22 -1.23773 -9.06857 1.85691  0.0939
H23 -0.66220 -10.20024 -0.27412  0.0891
H24 0.00681 -8.83201 -2.23417  0.0930
H25 0.10199 -6.38792 -2.05977  0.1018
H26 2.15788 -6.01807 -0.14644  0.0909
H27 4.43549 -5.21817 -0.67012  0.0825
H28 4.79634 -2.82220 -1.21299  0.0817
H29 2.92217 -1.26005 -1.23990  0.0614
O1 -0.52548 -0.77256 2.17167  -0.6287
P3 -1.44942 0.37936 2.54817  0.6322
C31 0.20435 1.57829 2.79346  -0.2677
P4 0.90109 2.32979 1.28998  0.7273
O2 0.70012 1.51734 0.04980  -0.5799
C32 2.69973 2.42636 1.49330  -0.2599
C33 3.37701 1.20899 1.42494  -0.0747
C34 4.75816 1.17171 1.53381  -0.0741
C35 5.47421 2.35016 1.70759  -0.0920
C36 4.80520 3.56411 1.77179  -0.0904
C37 3.41983 3.60245 1.66798  -0.0772
C38 0.33635 4.03146 1.09308  -0.2741
C39 -0.00854 4.45709 -0.18396  -0.0760
C40 -0.40929 5.76983 -0.39149  -0.0843
C41 -0.45198 6.66177 0.66929  -0.0849
C42 -0.10007 6.24172 1.94528  -0.0821
C43 0.28801 4.92754 2.15866  -0.0918
C44 -2.15187 1.78885 1.43071  -0.2573
C45 -2.41405 1.85140 0.04541  -0.1654
C46 -3.03982 2.94586 -0.51123  -0.0674
C47 -3.44000 4.01767 0.28105  -0.0828
C48 -3.18504 3.98373 1.63609  -0.0747
C49 -2.53971 2.88219 2.19634  -0.1074
C50 -1.90740 0.45078 4.28961  -0.2659
C51 -0.97958 -0.07325 5.18460  -0.0747
C52 -1.27172 -0.10713 6.54048  -0.0848
C53 -2.48325 0.38807 7.00354  -0.0963
C54 -3.41399 0.89520 6.10693  -0.0802
C55 -3.13509 0.91313 4.74817  -0.0712
H30 1.01829 0.95860 3.17431  0.0497
H31 0.04722 2.43141 3.46602  0.0461
H32 2.83406 0.28499 1.25489  0.1144
H33 5.26831 0.21926 1.46776  0.1085
H34 6.55396 2.32201 1.78552  0.0986
H35 5.35860 4.48655 1.89734  0.0976
H36 2.90950 4.55696 1.70574  0.0949
H37 0.02126 3.73757 -0.99452  0.0964
H38 -0.70893 6.09241 -1.38145  0.0965
H39 -0.76917 7.68425 0.50559  0.1000
H40 -0.13605 6.93359 2.77729  0.1016
H41 0.54867 4.60443 3.15965  0.1091
H42 -2.18672 1.02719 -0.60658  -0.0271
H43 -3.23223 2.94437 -1.57746  0.0948
H44 -3.94359 4.86868 -0.16120  0.1010
H45 -3.48135 4.80926 2.27199  0.1037
H46 -2.33632 2.89516 3.26027  0.0986
H47 -0.04905 -0.48377 4.81232  0.1082
H48 -0.55431 -0.53312 7.23086  0.1002
H49 -2.71091 0.36157 8.06218  0.0959
H50 -4.37022 1.25740 6.46333  0.0999
H51 -3.87877 1.25100 4.03838  0.1134
O3 -4.89022 0.28431 0.42614  -0.4414
Se1 -4.00450 -0.99134 0.80796  0.8059
O4 -3.05054 -0.54601 2.20051  -0.5015
O5 -2.83173 -1.28318 -0.33267  -0.7553
O6 -4.79150 -2.32362 1.17182  -0.4354

E_HOMO: -4.0 eV
net charge: -1
molecular weight: 1232.2 g mol⁻¹
energy: -182285.7454 eV
LUMO: 1.77 eV


The following ΔE to the lowest compared entry with this formula, charge and spin values (in kcal/mol) correspond, in order, to the records above: 5.3 21.0 68.7.